No. 1
36
Properties=species:S:1:pos:R:3:forces:R:3:nbo_charge:R:1 method="wB97M-V/def2-TZVPD" smiles=O.O.O.O.O.O.O.O.O.O.O.O e_tot_ev=-24957.5509 spin_multiplicity=1 e_lumo_ev=-0.746 homo_lumo_gap_ev=9.7 relative_energy_kcal_mol=95.6
O -0.26909 0.18416 0.13966 1.73 -0.85 0.60 -0.93
H -0.19228 1.13274 0.29229 -0.59 -0.63 0.06 0.48
H 0.37248 -0.20355 0.74551 0.09 -0.22 -0.13 0.47
O 0.30662 3.67231 4.38258 0.08 -0.02 -0.26 -0.93
H 0.06687 3.12056 3.62953 -0.03 0.01 0.14 0.46
H 1.11055 4.12130 4.09782 -0.04 0.01 0.12 0.47
O -0.67183 -1.69940 -1.67969 -0.47 -0.27 0.15 -0.97
H -0.63009 -1.09799 -0.92766 0.09 0.57 -0.13 0.49
H -1.40798 -2.28542 -1.47074 0.10 -0.07 -0.31 0.46
O -0.45638 -4.66143 2.40918 -0.15 0.20 -0.11 -0.93
H -0.22092 -4.35036 1.52783 0.13 -0.10 0.04 0.47
H -1.17141 -4.07529 2.68150 0.03 -0.11 0.06 0.46
O 0.94946 -3.53606 -2.66761 0.49 -0.40 -0.39 -0.96
H 0.93912 -2.66696 -2.25102 -0.40 0.01 0.05 0.49
H 0.61235 -3.37432 -3.55597 0.03 -0.01 0.16 0.46
O 3.04130 -1.66412 1.78155 -0.21 0.26 -0.06 -0.93
H 3.06784 -1.22929 0.92177 0.08 -0.10 -0.05 0.47
H 2.66065 -1.00081 2.36816 0.11 -0.12 0.07 0.46
O -0.68632 3.45583 -0.41786 0.93 1.05 0.44 -0.93
H -0.01137 2.90531 -0.00511 -0.13 0.27 -0.08 0.46
H -0.59552 4.30818 0.02288 -0.01 0.08 -0.08 0.48
O 3.37410 1.80924 -1.31633 1.11 0.45 -0.08 -0.96
H 3.36523 1.07464 -1.94024 0.08 -0.09 0.27 0.48
H 4.24722 2.20174 -1.42860 -0.04 0.16 0.16 0.48
O -1.92225 1.48198 0.82489 -1.81 0.96 1.53 -0.97
H -2.32056 1.94056 1.57325 -0.12 0.06 -0.01 0.47
H -2.60148 1.51390 0.14179 -0.04 -0.21 -0.27 0.50
O -3.72485 -3.07836 0.29039 0.24 -0.05 -0.07 -0.93
H -2.83021 -2.75558 0.44668 -0.12 0.06 0.05 0.46
H -3.59511 -3.91664 -0.16725 -0.09 0.00 0.05 0.47
O -2.06763 1.98241 -1.92252 -0.72 -0.51 -0.29 -0.96
H -1.98540 2.62105 -1.20532 0.30 0.10 -0.46 0.48
H -1.29803 1.41169 -1.81770 0.01 -0.09 -0.16 0.47
O 1.34365 0.54335 -1.73733 -0.32 -0.31 -0.72 -0.94
H 1.56749 1.27984 -1.15727 0.02 -0.13 -0.25 0.48
H 1.63377 0.83482 -2.60903 -0.33 0.05 -0.05 0.46

No. 2
100
Properties=species:S:1:pos:R:3:forces:R:3:lowdin_charge:R:1 method="wB97M-V/def2-TZVPD" e_tot_ev=-537604.0863 spin_multiplicity=1 e_lumo_ev=-0.535 homo_lumo_gap_ev=9.5 relative_energy_kcal_mol=43.0
C -0.81225 0.42026 1.37257 0.80 0.02 0.05 -1.50
Br -0.03384 -0.29723 -0.29039 -0.49 0.51 0.67 0.70
Br -0.41510 2.29923 1.62888 -0.28 -0.03 -0.39 0.62
Br -0.15343 -0.45399 2.95923 -0.19 -0.40 -0.41 0.69
H -1.88607 0.30959 1.31672 0.03 -0.12 -0.10 -0.06
C 0.28818 5.52006 0.35784 0.78 1.33 -0.03 -1.56
Br -0.70904 6.70820 -0.83780 0.19 -0.58 0.51 0.62
Br -0.27175 5.73036 2.21261 -0.12 -0.33 -0.64 0.55
Br 2.19127 5.99869 0.26515 -0.38 -0.21 -0.06 0.56
H 0.25498 4.50220 -0.00672 -0.44 -0.03 0.27 -0.11
C -4.41491 1.91814 1.41945 0.28 0.54 -0.14 -0.21
C -4.91077 3.27722 1.90319 -0.73 1.23 -0.01 -0.22
C -4.34838 4.43168 1.05618 0.57 -0.94 -0.22 -0.19
S -4.40736 3.72151 -0.66525 -0.50 0.87 2.06 0.71
O -3.21846 4.12473 -1.39046 -0.92 -0.40 0.02 -0.35
O -5.74782 3.95467 -1.15633 0.52 -0.10 -0.36 -0.32
C -4.29458 1.96627 -0.10170 0.59 0.69 -1.12 -0.21
H -5.13291 1.17799 1.76469 0.26 -0.30 -0.10 0.12
H -3.42779 1.75291 1.85029 -0.05 -0.26 0.10 0.07
H -4.71058 3.47515 2.95590 0.15 -0.26 0.03 0.12
H -5.99786 3.32373 1.79918 -0.03 -0.12 0.00 0.12
H -3.31463 4.66458 1.32275 0.16 -0.29 -0.27 0.07
H -4.88891 5.36731 1.17372 -0.36 -0.15 -0.47 0.11
H -3.31523 1.74671 -0.53679 0.08 -0.52 0.47 0.08
H -5.02924 1.40381 -0.67255 -0.20 0.12 0.14 0.09
C 4.35657 -4.25977 0.59782 0.20 1.47 0.94 -0.21
C 2.87765 -4.24060 0.18705 -0.20 0.08 0.00 -0.20
C 2.16169 -3.05024 0.83584 0.84 0.52 0.21 -0.23
S 3.09991 -2.71247 2.37505 -1.32 -0.93 -0.71 0.66
O 2.19192 -3.08864 3.44054 0.60 0.14 0.20 -0.35
O 3.72309 -1.41435 2.38048 0.04 -0.14 -0.04 -0.31
C 4.36756 -3.99054 2.08884 -0.69 0.00 1.57 -0.23
H 4.83614 -3.36783 0.17956 0.29 -0.50 -0.59 0.12
H 4.89483 -5.18704 0.42973 -0.04 0.08 -0.57 0.12
H 2.38230 -5.14882 0.53146 0.04 -0.16 -0.43 0.12
H 2.82254 -4.08403 -0.88911 -0.22 -0.63 -0.09 0.10
H 1.12287 -3.20077 1.11689 0.03 -0.23 0.07 0.09
H 2.19646 -2.16719 0.20177 0.22 0.15 0.07 0.05
H 4.09600 -4.89728 2.63726 -0.37 0.18 0.05 0.11
H 5.20439 -3.56758 2.64741 0.53 -0.10 -0.77 0.10
C 0.83187 3.00661 -2.15784 -0.59 -1.14 -1.29 -0.21
C -0.66057 3.37766 -2.40483 1.71 0.33 -0.14 -0.23
C -0.68240 4.17128 -3.71843 0.32 0.01 -0.53 -0.20
S 0.46379 3.25738 -4.84983 -0.65 0.61 0.85 0.69
O 1.33308 4.20423 -5.52146 -0.32 -0.46 0.20 -0.34
O -0.26726 2.27051 -5.61252 0.26 0.02 0.00 -0.33
C 1.35372 2.43711 -3.48359 0.72 0.90 -0.88 -0.22
H 0.92309 2.12574 -1.52507 -0.05 0.58 0.88 0.05
H 1.43443 3.85907 -1.85241 0.05 -0.07 0.17 0.09
H -0.98203 3.97803 -1.56479 -0.61 -0.17 -0.15 0.02
H -1.17596 2.42309 -2.48978 -0.55 0.22 0.01 0.12
H -0.23580 5.16875 -3.70786 0.30 -0.13 0.68 0.08
H -1.65535 4.37360 -4.16407 -0.09 -0.71 -0.13 0.11
H 2.40022 2.71482 -3.62018 0.01 -0.21 -0.17 0.10
H 1.23116 1.36948 -3.65727 -0.27 -0.02 0.33 0.07
C -3.69950 -1.04096 -1.87666 -1.04 0.54 0.70 -0.23
C -3.74127 -2.24401 -2.83338 0.17 -0.12 1.06 -0.19
C -2.84276 -3.23845 -2.10787 0.52 -0.02 -0.70 -0.22
S -3.11276 -3.09676 -0.31796 -1.35 -0.61 -1.78 0.68
O -1.78587 -3.06527 0.23880 -0.21 0.38 0.90 -0.36
O -4.11175 -4.06727 0.08378 0.77 0.09 0.29 -0.32
C -4.00571 -1.52630 -0.43463 0.03 0.48 -0.83 -0.21
H -4.54686 -0.39669 -2.12542 0.46 0.45 -0.17 0.11
H -2.75010 -0.50876 -1.90920 0.02 -0.04 -0.41 0.08
H -3.38276 -1.86696 -3.78799 0.27 -0.55 -0.13 0.11
H -4.71590 -2.71410 -2.97393 -0.27 0.53 0.13 0.12
H -1.82883 -2.91080 -2.33566 0.18 -0.28 0.50 0.06
H -2.94855 -4.29332 -2.35655 -0.09 0.05 -0.07 0.11
H -3.82744 -0.86261 0.41011 0.52 0.09 -0.18 0.08
H -5.08994 -1.62092 -0.50270 0.06 -1.07 0.70 0.11
C 2.56259 -1.03642 -4.65367 -0.26 -0.60 -0.04 -0.18
C 2.45423 -1.62191 -3.21703 -2.51 2.56 0.40 -0.20
C 1.19152 -2.48371 -3.07041 1.30 -1.37 0.28 -0.25
S -0.06449 -1.89303 -4.22934 1.52 1.66 -1.43 0.71
O -0.75202 -0.75933 -3.60568 -0.17 -1.47 -0.09 -0.36
O -0.70804 -2.99325 -4.93944 0.03 1.09 1.28 -0.32
C 1.17786 -1.13205 -5.37343 0.59 -1.25 -0.43 -0.19
H 3.24013 -1.57259 -5.31404 0.42 0.20 0.25 0.11
H 2.86721 -0.00867 -4.48093 0.24 0.05 -0.67 0.09
H 2.10623 -0.70005 -2.71686 0.12 0.00 0.28 0.08
H 3.29123 -1.82999 -2.55547 0.39 -0.85 -0.77 0.12
H 0.86047 -2.46975 -2.03194 -0.49 0.06 -0.14 0.06
H 1.47774 -3.51335 -3.29852 -0.62 -0.14 -0.28 0.11
H 0.89342 -0.28489 -5.99909 -0.56 0.57 1.06 0.10
H 1.27225 -1.86718 -6.17941 0.02 -0.43 0.39 0.09
C 1.76386 -0.76405 6.01564 -0.41 -0.34 -1.21 -0.26
C 2.44584 -2.06629 6.33240 -1.02 -1.27 1.26 -0.27
C 3.93125 -1.87857 6.20202 0.77 -0.70 0.84 -0.20
S 4.28047 -0.18176 6.83700 -1.52 0.88 -1.99 0.71
O 4.98802 0.53783 5.79463 0.45 -0.42 0.67 -0.34
O 4.70079 -0.12455 8.21406 -0.03 -0.40 -0.35 -0.32
C 2.52317 0.38417 6.65802 -0.41 -0.68 1.73 -0.19
H 0.71836 -0.93373 6.28775 -0.01 0.85 0.26 0.12
H 1.76481 -0.69166 4.92199 0.16 0.30 0.09 0.05
H 1.91730 -2.89806 5.85462 0.94 0.25 -1.30 0.11
H 2.13791 -2.46639 7.31495 0.74 1.04 0.62 0.12
H 4.33406 -1.96002 5.19444 -0.20 0.43 -0.12 0.08
H 4.48781 -2.58380 6.82305 0.04 0.13 0.05 0.10
H 2.41862 1.37187 6.22234 0.44 -0.13 -0.41 0.10
H 2.16796 0.47037 7.69062 0.12 0.06 0.02 0.10

No. 3
51
Properties=species:S:1:pos:R:3:forces:R:3:nbo_charge:R:1 method="wB97M-V/def2-TZVPD" smiles="CC1CCN(S(=O)(=O)c2cccc(C(=O)NC[C@@H]3CCCO3)c2)CC1" e_tot_ev=-41093.8528 spin_multiplicity=1 e_lumo_ev=0.309 homo_lumo_gap_ev=9.7 relative_energy_kcal_mol=36.5
C -6.56843 -2.43356 1.00638 0.16 0.26 0.15 -0.60
C -5.59850 -1.26590 1.15761 -0.05 -0.27 -0.32 -0.22
C -4.14650 -1.74046 1.06879 -0.04 0.35 0.16 -0.40
C -3.18881 -0.55733 1.17696 0.25 -0.56 0.33 -0.23
N -3.48689 0.40023 0.13467 0.71 0.60 -0.30 -0.68
S -2.27801 1.54148 -0.06527 0.02 -0.27 -0.09 2.31
O -2.76431 2.53982 -0.97054 -0.15 -0.14 -0.19 -0.94
O -1.73899 1.97260 1.19705 0.06 -0.27 -0.02 -0.95
C -1.04240 0.54650 -0.89728 -0.36 0.29 0.35 -0.25
C -1.32143 0.05638 -2.15829 -0.01 -0.03 -0.11 -0.18
C -0.38090 -0.73859 -2.79365 -0.08 0.09 0.04 -0.22
C 0.81898 -1.02257 -2.16386 0.14 0.02 0.18 -0.14
C 1.10496 -0.50670 -0.90197 -0.28 -0.07 -0.22 -0.14
C 2.41608 -0.86947 -0.27635 -0.14 0.16 0.07 0.66
O 2.99161 -1.90574 -0.54963 0.10 -0.17 -0.16 -0.62
N 2.89909 0.03514 0.60392 0.04 0.29 0.14 -0.61
C 4.15687 -0.14517 1.28429 0.48 0.10 0.15 -0.26
C 5.27459 0.75044 0.70654 -0.43 -0.07 -0.19 0.10
C 5.71952 0.28888 -0.68298 0.02 0.13 0.19 -0.43
C 6.74965 -0.78908 -0.34270 -0.05 0.04 0.14 -0.44
C 7.29371 -0.33542 1.02100 0.38 -0.22 -0.03 -0.07
O 6.42984 0.68084 1.51449 -0.13 0.09 0.14 -0.53
C 0.15219 0.28013 -0.26139 0.14 0.01 0.04 -0.21
C -4.83133 0.93288 0.23159 -0.51 0.42 -0.29 -0.23
C -5.83477 -0.20558 0.07975 0.23 0.11 0.38 -0.40
H -6.39821 -3.17458 1.78379 -0.03 -0.13 0.06 0.21
H -6.43728 -2.91435 0.03960 0.00 -0.08 -0.13 0.20
H -7.59646 -2.08732 1.08069 -0.15 -0.02 -0.01 0.21
H -5.75371 -0.80401 2.13940 0.02 0.04 0.01 0.19
H -3.98736 -2.23602 0.10938 0.01 -0.10 -0.05 0.20
H -3.92998 -2.45369 1.86544 0.03 -0.05 0.00 0.22
H -2.15501 -0.88189 1.03876 -0.04 -0.10 0.16 0.21
H -3.27174 -0.08631 2.16752 0.05 -0.05 -0.05 0.19
H -2.26549 0.30502 -2.61520 -0.12 -0.04 -0.14 0.24
H -0.58288 -1.13873 -3.77543 -0.02 -0.01 -0.08 0.22
H 1.55843 -1.65178 -2.63652 0.05 -0.06 -0.02 0.24
H 2.42749 0.91724 0.72185 -0.04 -0.10 -0.09 0.40
H 4.43188 -1.19598 1.17675 -0.01 0.07 0.10 0.23
H 4.03910 0.08915 2.34611 0.03 -0.07 -0.07 0.21
H 4.93645 1.79335 0.72006 0.01 -0.09 -0.04 0.18
H 6.18829 1.11699 -1.21524 -0.03 0.02 -0.01 0.21
H 4.89296 -0.09593 -1.27445 -0.03 0.01 -0.08 0.23
H 6.26334 -1.76045 -0.26243 0.02 -0.03 -0.03 0.21
H 7.53743 -0.85929 -1.08898 0.00 -0.06 -0.02 0.22
H 8.29402 0.10199 0.94036 -0.07 -0.09 0.02 0.18
H 7.33421 -1.16173 1.73972 0.03 0.07 -0.08 0.17
H 0.29202 0.67802 0.73247 0.09 0.00 0.12 0.24
H -4.93630 1.67153 -0.56360 -0.17 -0.01 0.11 0.24
H -4.97949 1.43607 1.19919 -0.03 -0.01 -0.06 0.18
H -5.71384 -0.65908 -0.90533 -0.04 -0.03 -0.10 0.20
H -6.84714 0.19368 0.15484 -0.04 0.02 -0.04 0.22

No. 4
27
Properties=species:S:1:pos:R:3:forces:R:3:nbo_charge:R:1 method="wB97M-V/def2-TZVPD" smiles="Cc1ccccc1.CCC(N)=O" e_tot_ev=-14149.2938 spin_multiplicity=1 e_lumo_ev=0.720 homo_lumo_gap_ev=9.4 relative_energy_kcal_mol=52.7
C 3.12290 2.37104 -0.32551 0.19 -0.47 -0.31 -0.63
C 2.27089 1.46685 0.56450 2.66 -1.31 -1.83 -0.05
C 2.56966 0.11695 0.55462 -2.94 -3.18 3.26 -0.20
C 1.84108 -0.80706 1.60238 0.97 5.89 -3.31 -0.17
C 0.92305 -0.21493 2.45613 1.70 -1.41 0.09 -0.25
C 0.80777 1.16419 2.48651 -1.10 0.10 -0.92 -0.18
C 1.34247 1.94306 1.41463 -1.94 -0.18 4.44 -0.23
H 3.59426 3.16269 0.25179 -0.27 0.20 0.11 0.22
H 2.42050 2.77633 -1.02949 0.04 0.72 -0.65 0.22
H 3.98556 1.90629 -0.89361 -1.29 -0.04 0.74 0.22
H 3.10952 -0.33299 -0.26189 0.62 -0.04 0.26 0.21
H 2.06454 -1.77435 1.81443 0.80 -2.87 -0.36 0.20
H 0.51106 -0.96520 3.14923 -0.23 1.08 0.14 0.22
H 0.20208 1.55566 3.33195 0.37 0.32 -1.09 0.22
H 1.03161 2.94796 1.55137 0.38 1.18 -0.61 0.21
C -2.64056 0.20433 -2.83270 -1.15 0.41 0.30 -0.62
C -2.08306 -0.12056 -1.39918 -2.14 -0.44 -1.28 -0.52
C -2.45300 -1.55325 -1.04777 0.86 -1.77 2.19 0.70
N -1.39939 -2.45456 -1.56052 -2.62 -0.56 -0.73 -0.86
O -3.31296 -1.92799 -0.24099 1.64 0.81 -2.25 -0.58
H -3.09038 -0.64787 -3.34589 0.61 -0.30 -0.03 0.21
H -1.87069 0.66209 -3.40155 0.73 0.09 -0.87 0.21
H -3.49378 0.92749 -2.91997 0.74 -0.37 0.91 0.22
H -1.02090 -0.07241 -1.35607 0.82 0.29 -0.08 0.23
H -2.52722 0.59256 -0.73508 -0.09 0.06 0.75 0.24
H -1.73234 -3.47814 -1.66969 0.66 2.37 0.36 0.39
H -1.09175 -2.07797 -2.47552 -0.02 -0.60 0.78 0.37